(A)
Below is a 2-piece molecular cluster, CH2N2O3 overall, with properties calculated with ωB97M-V/def2-TZVPD.

Last column: natural (NBO) charge in e.
CARTESIAN COORDINATES (ANGSTROEM)
C 0.50679 1.26152 -1.37778  0.87
N 1.14623 0.23986 -1.50781  -0.81
N -0.29049 -1.07930 0.89436  0.35
O -0.10968 2.21244 -1.08035  -0.50
O -0.39119 0.04813 0.55998  -0.27
O -1.24482 -1.96430 0.33167  -0.56
H 1.87043 -0.07647 -2.20705  0.44
H -0.87612 -2.81878 0.55633  0.48

Computed properties:
**2S+1**: 1
**SMILES**: N=C=O.O=NO

(B)
Below is CH2N2O3 in the gas phase, with properties calculated with ωB97M-V/def2-TZVPD.

Last column: natural (NBO) charge in e.
CARTESIAN COORDINATES (ANGSTROEM)
C -0.05685 0.48205 -0.60049  0.69
N -0.87639 -0.66003 -0.88139  -0.39
N -0.13004 0.22116 0.71158  0.06
O 0.34526 1.41390 -1.23177  -0.57
O -0.72003 -1.08202 0.46005  -0.22
O 0.66587 0.66949 1.68642  -0.46
H -0.84547 -1.32408 -1.71289  0.42
H 1.61765 0.27953 1.56849  0.47

Computed properties:
**2S+1**: 1
**SMILES**: O=c1[nH]on1O

Most stable one: (A), least stable one: (B).

(A)
Below is a 2-piece molecular cluster, C7H13N2S overall, with properties calculated with ωB97M-V/def2-TZVPD.

Last column: natural (NBO) charge in e.
CARTESIAN COORDINATES (ANGSTROEM)
C -1.14101 -1.63705 -1.64155  -0.29
C -1.24558 -2.48230 -0.56518  -0.30
C -0.14010 -0.72666 -1.51308  0.01
C 0.46318 -0.66738 -0.28929  -0.48
C 0.09081 0.02301 -2.74441  -0.64
C 0.60075 1.05654 2.25145  -0.35
C 0.02611 1.37156 0.96905  0.31
N -1.26178 1.36461 0.73738  -0.67
N 2.05479 0.97281 2.22329  -0.82
S -0.22231 -2.01717 0.75307  0.39
H -1.61197 -1.81961 -2.63415  0.25
H -1.92868 -3.28957 -0.29672  0.26
H 0.65319 0.94468 -2.61071  0.23
H 0.40803 -0.65535 -3.48828  0.25
H -0.94916 0.18676 -3.08577  0.23
H 0.50422 1.98665 2.79121  0.28
H 0.04185 0.17514 2.75004  0.21
H 0.85809 1.93993 0.48018  0.27
H -1.84180 0.93651 1.50605  0.44
H -1.59184 1.48010 -0.23316  0.45
H 2.41917 0.11051 1.70347  0.38
H 1.42372 -0.28364 -0.22110  0.24
H 2.39035 1.02992 3.15822  0.39

Computed properties:
**2S+1**: 1
**Net charge**: +1

(B)
Below is a 2-piece molecular cluster, C7H13N2S overall, with properties calculated with ωB97M-V/def2-TZVPD.

Last column: natural (NBO) charge in e.
CARTESIAN COORDINATES (ANGSTROEM)
C -0.81223 0.57126 0.25918  0.26
C 4.68929 2.12060 -0.12481  -0.68
C 4.27471 0.79890 0.45686  -0.17
C -0.70888 -1.10545 -1.12214  -0.04
C -1.87781 -1.15579 -0.50902  0.13
C -3.04107 -2.10601 -0.59682  -0.65
C -3.07837 0.08664 1.14093  -0.41
N 0.03364 -0.08542 -0.61414  -0.48
N -1.90513 -0.08420 0.38249  -0.27
S 3.20334 -0.26800 -0.11312  -0.04
H -0.71991 1.55888 0.70758  0.24
H 4.70344 2.96960 0.53771  0.25
H 5.69987 1.78830 -0.44203  0.26
H 4.78373 0.50912 1.34573  0.20
H -0.04087 -1.72923 -1.69645  0.25
H 4.04089 2.30294 -0.98202  0.23
H -3.34832 -2.42290 0.50643  0.24
H -2.93212 -2.93048 -1.34022  0.27
H -3.88380 -1.43546 -0.91336  0.23
H -3.05889 -0.64478 1.91983  0.24
H -3.92646 -0.03153 0.47784  0.24
H -3.08690 1.11564 1.55262  0.24
H 0.99184 0.17738 -0.83307  0.46

Computed properties:
**2S+1**: 1
**Net charge**: +1

Most stable one: (B), least stable one: (A).

(A)
Below is CH2ClNOP2 in the gas phase, with properties calculated with ωB97M-V/def2-TZVPD.

Last column: natural (NBO) charge in e.
CARTESIAN COORDINATES (ANGSTROEM)
C -0.56270 -2.30282 0.72809  0.39
N -0.07854 0.55261 1.44996  -1.19
O -1.49230 -2.35328 1.39875  -0.46
P -0.10274 -0.19883 0.08316  0.93
P 0.52922 1.24284 -1.33722  -0.03
Cl 0.73191 -3.38756 0.47215  0.05
H -0.90807 0.57654 1.99517  0.38
H 0.96502 0.28617 -2.20902  -0.05

Computed properties:
**2S+1**: 1
**SMILES**: [H]/N=P(=P\[H])\C(=O)Cl

(B)
Below is CH2ClNOP2 in the gas phase, with properties calculated with ωB97M-V/def2-TZVPD.

Last column: natural (NBO) charge in e.
CARTESIAN COORDINATES (ANGSTROEM)
C 0.70491 2.00770 0.02745  0.91
N 0.47030 0.83633 0.20363  -0.91
O 0.99986 3.08294 -0.32273  -0.50
P -1.54506 -1.82226 0.87963  0.06
P 0.08015 -0.84503 0.10616  0.75
Cl -2.67891 -0.88426 -0.53736  -0.32
H 0.68882 -0.98086 -1.15101  0.00
H 1.27993 -1.39455 0.79422  0.01

Computed properties:
**2S+1**: 1
**SMILES**: O=C=N[PH2]=PCl

Most stable one: (B), least stable one: (A).

(A)
Below is a 3-piece molecular cluster, C2H11N2O2 overall, with properties calculated with ωB97M-V/def2-TZVPD.

Last column: natural (NBO) charge in e.
CARTESIAN COORDINATES (ANGSTROEM)
C -0.47629 0.83979 -1.14240  0.07
C -0.18676 -0.26750 -0.45826  -0.23
N -0.79589 -0.40309 0.92575  -0.68
N -0.14134 1.13207 -2.42123  -0.76
H -1.13829 1.56435 -0.69910  0.20
H 0.68439 -0.91020 -0.45923  0.24
H -0.06190 -0.76137 1.54056  0.44
H -1.49338 -1.15234 0.95567  0.44
H -1.19642 0.41841 1.38536  0.45
H 0.21066 0.47932 -3.09349  0.42
H -0.18005 2.10225 -2.66755  0.41
H -2.72620 3.52891 -0.42638  0.46
H -4.13435 3.01069 -0.28248  0.48
O -3.38321 3.30264 0.25177  -0.93
H 4.76228 -5.00953 2.43898  0.47
H 5.22367 -3.55888 2.35169  0.47
O 5.03308 -4.31552 1.80031  -0.94

Computed properties:
**2S+1**: 1
**Net charge**: +1

(B)
Below is a 3-piece molecular cluster, C2H11N2O2 overall, with properties calculated with ωB97M-V/def2-TZVPD.

Last column: natural (NBO) charge in e.
CARTESIAN COORDINATES (ANGSTROEM)
C -0.10686 -0.92940 -0.18901  0.09
C -0.97152 -1.35327 -1.16427  -0.31
N -0.51452 -2.31392 -2.05261  -0.65
N -0.22161 0.23651 0.50133  -0.77
H 0.73831 -1.62895 -0.03129  0.20
H -2.12407 -1.09535 -1.26409  0.24
H -0.92606 -3.19320 -1.96125  0.41
H -0.75278 -1.96872 -3.08976  0.44
H 0.42185 -2.59560 -2.21024  0.44
H -0.98814 0.82763 0.43431  0.41
H 0.53908 0.68448 1.08325  0.44
H 0.04519 3.02321 1.94064  0.47
H -1.10536 3.71506 1.24696  0.48
O -0.63833 2.91979 1.29761  -0.95
H 2.45359 1.07652 2.59921  0.51
H 2.15500 1.69109 1.17835  0.49
O 1.99623 0.90411 1.68085  -0.95

Computed properties:
**2S+1**: 1
**Net charge**: +1

(C)
Below is a 3-piece molecular cluster, C2H11N2O2 overall, with properties calculated with ωB97M-V/def2-TZVPD.

Last column: natural (NBO) charge in e.
CARTESIAN COORDINATES (ANGSTROEM)
C 0.43648 -0.14856 -0.88542  0.09
C -0.10795 0.29478 0.30357  -0.30
N -0.22162 1.77977 0.58808  -0.69
N 1.63319 0.19312 -1.39608  -0.75
H -0.10250 -0.96785 -1.34972  0.25
H -0.81956 -0.17127 0.95861  0.25
H -0.87435 2.33898 0.05062  0.43
H -0.49133 1.77904 1.57219  0.45
H 0.69041 2.23726 0.62047  0.42
H 2.02773 -0.41897 -2.08861  0.44
H 2.02122 1.07408 -1.11182  0.39
H -2.63256 1.48113 2.39233  0.47
H -2.58860 0.22239 3.23544  0.50
O -2.40331 0.54484 2.35074  -0.96
H 1.13618 -3.76704 -2.44909  0.49
H 1.14336 -3.45754 -0.96629  0.48
O 1.15320 -3.01415 -1.82503  -0.96

Computed properties:
**2S+1**: 1
**Net charge**: +1

(D)
Below is a 3-piece molecular cluster, C2H11N2O2 overall, with properties calculated with ωB97M-V/def2-TZVPD.

Last column: natural (NBO) charge in e.
CARTESIAN COORDINATES (ANGSTROEM)
C 0.36516 0.92635 1.58650  -0.42
N -0.36143 -2.10771 -0.38719  -0.75
C 0.13946 -1.20888 0.45449  0.42
N -0.35053 -0.04196 0.71962  -0.48
H 1.13519 1.42949 1.00757  0.23
H 0.73360 0.37069 2.44193  0.22
H -0.34712 1.66313 1.94650  0.24
H -1.32260 -2.13375 -0.68762  0.43
H 0.32813 -2.56081 -0.96720  0.43
H 1.10202 -1.45471 0.89545  0.22
H -1.30596 0.15519 0.43156  0.45
H 2.88566 1.05951 -2.02232  0.49
H 3.30629 1.00190 -0.55831  0.47
O 2.78987 0.52868 -1.21423  -0.96
H -2.86600 1.04750 -1.93222  0.50
H -3.51764 0.74406 -0.60787  0.49
O -2.71411 0.58133 -1.10665  -0.97

Computed properties:
**2S+1**: 1
**Net charge**: +1

Most stable one: (D), least stable one: (B).